Formula: C4H10N2OS
Source: the Open Molecules 2025 dataset
Level of theory: ωB97M-V/def2-TZVPD

Atoms and positions in Å:
H 0.5116 2.1255 -0.9429
H -1.4134 -0.3457 1.2228
H 1.9671 1.5260 -1.5097
C 1.0370 -0.4910 0.6934
N 0.2607 -1.6486 1.0676
H -1.7570 -1.9370 0.5634
S -1.5967 0.9755 -1.0057
C 0.7187 0.1973 -0.5563
H -0.3999 2.2053 1.7214
H 0.1808 1.7866 1.9125
N 1.2737 1.4832 -0.7692
H -1.4443 -1.7696 2.3096
H 0.7963 -1.7336 1.9293
H -0.0148 -0.1207 -2.4988
O 1.8346 -0.0882 1.5068
H -0.6497 -1.2393 -1.2569
C -0.3270 -0.2206 -1.4603
C -1.1844 -1.4041 1.3206

Summary:
Orbital gap, eV: 6.421
Energy above the lowest of the compared OMol25 structures with the same formula, charge and spin, eV: 4.684
Highest occupied orbital energy, eV: -8.83
Charge: 0
Energy, Ha: -741.205861
Lowest unoccupied orbital energy, eV: -2.4

Results of the Löwdin charge analysis, in e, for atoms 1 through 6: 0.0239, 0.0128, 0.1043, -0.4625, 0.0082, 0.0719